[1]
{"formula": "C3H10O3S", "method": "ωB97M-V with the def2-TZVPD basis set", "total_charge": -2, "mol_weight_da": 126.18, "lumo_energy_ev": 6.06, "fmax_ev_per_a": 1.43, "total_energy_ha": -744.16946, "gap_ev": 5.764, "species": ["C", "O", "C", "C", "S", "H", "H", "H", "H", "H", "H", "H", "H", "O", "H", "H", "O"], "positions_angstrom": [[0.015, -0.451, -0.203], [-1.209, 0.197, 0.020], [1.235, 0.488, -0.019], [2.604, -0.086, -0.423], [4.050, 0.991, 0.016], [0.148, -1.198, 0.589], [0.050, -0.926, -1.194], [1.233, 0.705, 1.058], [1.022, 1.416, -0.559], [2.612, -0.147, -1.517], [2.675, -1.078, 0.025], [-2.161, 2.330, 1.138], [-2.570, 1.205, 0.277], [-2.957, 2.016, 0.668], [-2.103, -1.019, 0.037], [-2.004, -2.550, -0.102], [-2.639, -1.892, 0.189]], "forces_ev_per_a": [[-0.26, 1.25, 0.65], [0.50, -0.59, -0.51], [-0.30, -0.17, 0.15], [-0.40, 0.90, -0.10], [-0.13, -0.32, 0.08], [0.11, -0.77, -0.12], [0.11, -0.26, -0.21], [0.18, 0.29, -0.18], [0.15, 0.04, 0.06], [-0.02, -0.44, 0.07], [0.28, -0.15, -0.11], [-0.56, -0.25, -0.39], [0.40, -0.11, -0.12], [0.12, 0.64, 0.55], [0.05, 0.51, 0.40], [-0.02, -0.13, 0.03], [-0.20, -0.43, -0.24]]}

---

[2]
{"formula": "C24H35As2I2N2O8Y", "method": "ωB97M-V with the def2-TZVPD basis set", "total_charge": 2, "mol_weight_da": 972.11, "lumo_energy_ev": -6.52, "fmax_ev_per_a": 1.04, "total_energy_ha": -6751.66659, "gap_ev": 6.826, "species": ["Y", "I", "C", "I", "H", "H", "C", "C", "C", "C", "H", "H", "H", "H", "H", "H", "H", "H", "H", "C", "O", "C", "O", "C", "C", "As", "C", "C", "C", "As", "C", "C", "O", "O", "C", "C", "O", "O", "C", "C", "O", "O", "C", "H", "H", "H", "H", "H", "H", "H", "H", "H", "H", "H", "H", "H", "H", "H", "H", "H", "H", "N", "C", "C", "C", "C", "C", "N", "H", "H", "H", "H", "H", "H"], "positions_angstrom": [[2.117, 0.536, 0.935], [5.625, 0.352, 1.467], [5.368, 0.347, 3.610], [3.316, 0.448, 4.264], [5.891, 1.211, 4.009], [5.791, -0.579, 3.989], [0.345, 3.154, 2.324], [1.808, 3.578, 2.201], [1.880, 5.078, 1.894], [2.576, 2.808, 1.104], [-0.165, 3.794, 3.042], [0.247, 2.114, 2.685], [-0.175, 3.259, 1.367], [2.295, 3.416, 3.170], [1.350, 5.304, 0.969], [2.914, 5.397, 1.786], [1.427, 5.653, 2.699], [3.643, 3.028, 1.244], [2.305, 3.259, 0.137], [0.946, 2.624, -3.365], [-0.129, 2.438, -2.437], [0.039, 1.580, -1.466], [1.096, 0.936, -1.314], [-1.062, 1.537, -0.514], [-2.355, 1.751, -0.857], [-2.790, 0.989, -2.589], [-4.672, 0.499, -2.305], [-2.015, -0.748, -1.900], [-1.198, -1.038, -0.881], [-0.777, 0.077, 0.740], [-2.346, -0.558, 1.740], [-0.493, -2.315, -0.658], [0.032, -2.511, 0.433], [-0.453, -3.148, -1.663], [0.177, -4.418, -1.468], [-2.303, -1.689, -3.025], [-2.036, -1.331, -4.147], [-2.898, -2.810, -2.684], [-3.192, -3.723, -3.753], [-3.248, 2.143, 0.271], [-2.851, 2.182, 1.417], [-4.431, 2.551, -0.136], [-5.279, 3.160, 0.845], [0.618, 3.402, -4.049], [1.136, 1.699, -3.910], [1.851, 2.929, -2.835], [-5.284, 1.390, -2.436], [-4.852, 0.077, -1.318], [-4.960, -0.225, -3.069], [-3.252, -0.549, 1.135], [-2.485, 0.049, 2.635], [-2.115, -1.590, 2.025], [0.123, -4.922, -2.428], [-0.346, -4.987, -0.698], [1.218, -4.282, -1.173], [-3.206, -4.718, -3.318], [-2.431, -3.647, -4.529], [-4.167, -3.492, -4.181], [-6.283, 3.175, 0.431], [-4.939, 4.179, 1.032], [-5.250, 2.600, 1.779], [1.838, -2.404, 2.778], [2.500, -2.778, 1.641], [2.952, -4.094, 1.474], [3.618, -4.437, 0.323], [3.846, -3.459, -0.649], [3.425, -2.177, -0.393], [2.761, -1.825, 0.728], [1.599, -3.164, 3.398], [1.079, -1.741, 2.673], [2.757, -4.825, 2.244], [3.956, -5.452, 0.173], [4.352, -3.696, -1.571], [3.624, -1.371, -1.097]], "forces_ev_per_a": [[-0.19, 0.43, -0.45], [-0.22, 0.02, 0.50], [-0.15, 0.00, -0.22], [0.38, 0.13, -0.45], [-0.14, -0.02, -0.09], [-0.12, 0.05, -0.08], [0.36, 0.06, 0.01], [0.11, 0.34, -0.34], [-0.06, -0.18, 0.37], [0.27, -0.43, 0.40], [-0.18, -0.11, 0.10], [-0.10, 0.04, -0.03], [-0.03, -0.08, 0.02], [-0.02, -0.07, -0.10], [-0.04, 0.02, -0.10], [0.05, 0.05, -0.04], [-0.06, 0.18, 0.05], [-0.04, 0.05, -0.19], [0.01, -0.02, -0.12], [0.55, 0.01, -0.42], [-0.08, -0.21, 0.50], [0.28, 0.17, -0.47], [0.51, -0.07, 0.90], [-0.88, 0.30, 0.20], [0.53, 0.11, 0.12], [-0.21, 0.06, -0.02], [-0.07, 0.01, 0.04], [0.19, -0.01, 0.13], [-0.10, 0.11, -0.13], [-0.76, -0.47, -0.21], [0.21, 0.26, 0.32], [0.11, -0.23, 0.52], [-0.24, -0.25, -0.34], [0.01, 0.20, -0.27], [0.23, -0.33, 0.17], [0.16, -0.08, -0.39], [-0.05, -0.20, 0.04], [-0.25, 0.06, 0.33], [-0.02, -0.22, -0.41], [0.02, 0.11, 0.77], [-0.25, 0.07, -0.24], [0.03, -0.18, -0.43], [-0.24, 0.24, 0.50], [0.00, -0.05, 0.10], [-0.06, 0.05, 0.05], [-0.15, 0.00, -0.05], [0.09, -0.02, 0.00], [0.02, 0.02, -0.04], [0.13, 0.02, -0.01], [0.19, 0.10, -0.05], [-0.01, -0.05, -0.15], [0.10, 0.18, -0.17], [-0.03, 0.02, 0.05], [0.01, 0.07, -0.08], [-0.07, 0.03, -0.01], [-0.01, 0.06, 0.06], [-0.07, -0.05, 0.07], [0.05, 0.04, 0.04], [0.10, -0.05, -0.06], [0.01, -0.07, -0.03], [-0.03, 0.00, -0.12], [-0.18, -0.03, 0.14], [0.25, 0.03, -0.27], [0.04, 0.03, -0.08], [-0.09, 0.24, 0.19], [0.06, 0.22, -0.19], [-0.03, -0.23, 0.00], [0.18, -0.08, 0.26], [-0.06, 0.11, 0.00], [0.03, -0.28, -0.07], [-0.04, -0.06, 0.06], [0.02, -0.05, -0.02], [0.07, 0.04, -0.03], [0.00, -0.12, -0.06]]}

---

[3]
{"formula": "C27H33N5PPt", "method": "ωB97M-V with the def2-TZVPD basis set", "total_charge": 3, "spin_multiplicity": 5, "mol_weight_da": 653.65, "lumo_energy_ev": [-10.42, -13.29], "fmax_ev_per_a": 4.21, "total_energy_ha": -1781.93603, "gap_ev": [7.127, 3.995], "species": ["Pt", "C", "C", "C", "C", "N", "C", "N", "C", "N", "C", "N", "C", "C", "C", "C", "C", "N", "C", "C", "C", "C", "C", "C", "H", "H", "H", "H", "H", "H", "H", "H", "H", "H", "H", "H", "C", "C", "C", "P", "C", "C", "C", "C", "C", "C", "H", "H", "H", "H", "H", "H", "H", "H", "H", "H", "H", "H", "H", "H", "H", "H", "H", "H", "H", "H", "H"], "positions_angstrom": [[0.311, 0.422, -0.238], [3.596, 1.583, -2.925], [3.367, 0.773, -4.056], [2.248, -0.061, -4.127], [1.139, 0.264, -3.265], [1.413, 0.852, -2.088], [2.590, 1.479, -1.955], [-0.118, -0.064, -3.648], [-1.136, 0.292, -2.898], [-1.180, 0.713, -1.558], [-2.475, 0.946, -1.179], [-2.847, 1.381, -0.031], [-1.968, 2.099, 0.723], [-2.448, 3.091, 1.608], [-1.635, 4.047, 2.186], [-0.249, 4.101, 1.891], [0.143, 3.124, 0.956], [-0.607, 2.148, 0.488], [-3.383, 0.640, -2.229], [-4.717, 0.361, -2.192], [-5.345, 0.016, -3.433], [-4.565, -0.276, -4.514], [-3.157, -0.141, -4.477], [-2.560, 0.342, -3.356], [4.415, 2.233, -2.695], [4.168, 0.763, -4.793], [2.070, -0.845, -4.860], [2.720, 2.019, -0.980], [-3.535, 3.196, 1.652], [-1.999, 4.698, 2.927], [0.516, 4.732, 2.318], [1.167, 3.144, 0.615], [-5.240, 0.415, -1.238], [-6.478, -0.032, -3.538], [-5.004, -0.462, -5.469], [-2.533, -0.614, -5.260], [2.352, -3.415, 1.606], [2.017, -2.309, 0.655], [3.281, -1.730, -0.052], [0.883, -0.974, 1.353], [1.305, -0.163, 2.910], [2.580, 0.718, 2.668], [1.480, -1.024, 4.183], [-0.578, -1.889, 2.071], [-1.719, -1.026, 2.652], [-1.169, -2.828, 0.994], [2.984, -4.120, 1.099], [1.446, -3.945, 1.928], [2.918, -3.070, 2.466], [1.433, -2.633, -0.197], [3.916, -1.133, 0.599], [2.894, -1.125, -0.868], [3.847, -2.539, -0.584], [0.415, 0.537, 3.149], [3.540, 0.204, 2.820], [2.594, 1.612, 3.332], [2.581, 1.174, 1.667], [2.444, -1.490, 4.328], [0.682, -1.745, 4.341], [1.409, -0.308, 4.988], [-0.148, -2.559, 2.871], [-2.222, -0.554, 1.788], [-1.475, -0.257, 3.384], [-2.482, -1.652, 3.104], [-1.625, -2.148, 0.289], [-1.878, -3.517, 1.505], [-0.388, -3.469, 0.592]], "forces_ev_per_a": [[0.13, 1.06, -2.02], [-2.11, -1.17, -0.50], [1.38, -0.04, 0.44], [-0.78, 1.12, -0.15], [0.13, -1.61, -0.54], [1.33, 1.63, 0.58], [-0.54, 0.86, 1.81], [0.92, 0.16, 0.38], [-3.27, 0.80, 0.50], [0.03, -0.61, -1.95], [0.49, -0.38, 0.75], [0.13, 1.01, 0.90], [0.80, 1.41, 0.57], [-0.95, -0.17, -0.64], [1.93, -0.63, 0.01], [-1.51, -1.81, -1.17], [0.98, 1.23, 0.94], [-0.75, -0.04, 0.26], [0.37, -0.81, -1.28], [0.00, 0.51, 0.16], [-1.60, -0.12, 0.20], [0.80, 0.87, -0.59], [-0.16, -1.83, -1.99], [1.18, -0.18, 2.07], [0.53, 0.05, -0.45], [-0.32, -0.38, -0.14], [0.22, 0.43, -0.24], [-0.01, -0.71, -0.94], [0.33, -0.24, 0.39], [-0.80, 0.91, 0.58], [-0.35, 0.35, 0.03], [0.23, -0.29, 0.09], [-0.15, 0.09, -0.31], [1.69, 0.00, 0.36], [-0.34, -0.54, -0.36], [-0.54, 0.77, 0.17], [-0.73, -0.27, 0.62], [0.97, 1.28, -0.62], [-0.55, -0.43, -0.35], [-0.56, -2.81, 3.09], [1.24, 1.75, 0.71], [-0.31, 1.05, 0.60], [-0.42, 0.43, -0.08], [-0.19, -1.44, 0.05], [0.09, 0.22, -0.90], [0.17, -0.12, 1.65], [0.25, -0.44, -0.33], [0.35, 0.03, 0.15], [-0.08, 0.10, 0.16], [-0.53, -0.53, -0.01], [0.17, -0.16, -0.07], [0.24, 0.51, -0.14], [-0.36, 0.54, 0.90], [1.30, -1.03, -0.80], [-0.46, -0.10, -0.10], [-0.02, -0.75, -0.10], [0.04, -0.27, -0.09], [0.26, -0.25, -0.48], [0.14, 0.02, 0.04], [-0.07, 0.20, 0.46], [-0.22, 0.85, -0.80], [0.07, 0.10, 0.35], [0.25, -0.11, -0.06], [0.07, -0.30, 0.09], [-0.44, -0.47, -0.72], [0.08, 0.63, -0.67], [-0.14, 0.08, -0.46]]}

---

[4]
{"formula": "C5H12O", "method": "ωB97M-V with the def2-TZVPD basis set", "mol_weight_da": 88.15, "lumo_energy_ev": 1.12, "fmax_ev_per_a": 0.37, "total_energy_ha": -272.81221, "gap_ev": 9.282, "species": ["C", "C", "C", "O", "C", "C", "H", "H", "H", "H", "H", "H", "H", "H", "H", "H", "H", "H"], "positions_angstrom": [[-2.366, -1.439, 0.933], [-0.921, -0.974, 0.866], [-0.045, -1.440, -0.140], [0.223, 0.297, -0.865], [1.511, 0.847, -0.660], [1.536, 2.371, -0.701], [-3.069, -0.628, 1.151], [-2.492, -2.191, 1.724], [-2.686, -1.909, -0.005], [-0.456, -0.792, 1.836], [-0.563, 0.180, 0.107], [1.009, -1.634, 0.051], [-0.451, -1.941, -1.017], [2.172, 0.464, -1.450], [1.932, 0.508, 0.305], [2.576, 2.720, -0.661], [1.004, 2.810, 0.149], [1.087, 2.750, -1.624]], "forces_ev_per_a": [[-0.10, 0.00, -0.01], [0.10, -0.33, 0.11], [-0.11, -0.03, 0.20], [-0.12, 0.11, 0.10], [0.20, 0.04, -0.04], [-0.05, 0.03, 0.01], [0.14, -0.08, -0.04], [0.00, 0.12, -0.16], [0.09, 0.15, 0.09], [-0.03, -0.06, -0.10], [0.26, 0.07, -0.23], [-0.14, 0.12, -0.05], [0.07, 0.13, 0.13], [-0.09, 0.01, 0.12], [-0.12, 0.01, -0.12], [-0.18, -0.07, 0.01], [0.01, -0.11, -0.13], [0.04, -0.10, 0.11]]}

---

[5]
{"formula": "C8H13FIN2O3P", "method": "ωB97M-V with the def2-TZVPD basis set", "mol_weight_da": 362.08, "lumo_energy_ev": -0.06, "fmax_ev_per_a": 5.77, "total_energy_ha": -1386.43442, "gap_ev": 5.571, "species": ["O", "P", "O", "N", "O", "C", "C", "C", "F", "C", "C", "C", "C", "C", "N", "H", "H", "H", "H", "H", "H", "H", "H", "H", "H", "H", "H", "H", "I"], "positions_angstrom": [[2.143, 1.821, -0.350], [0.481, 2.109, -0.598], [0.161, 2.838, -2.114], [-0.475, 0.552, -0.408], [-1.712, 0.834, -0.898], [0.119, -0.608, -1.158], [0.572, -0.283, -2.666], [1.177, -1.667, -3.282], [2.561, -1.513, -3.695], [-0.503, 0.132, 1.052], [-1.901, -0.175, 1.642], [-1.945, -0.654, 3.133], [-0.546, -0.785, 3.888], [0.743, -0.385, 3.038], [0.794, 0.032, 1.693], [2.449, 2.617, 0.156], [-0.671, 3.365, -2.083], [-2.225, 0.018, -1.091], [1.036, -1.075, -0.637], [-0.648, -1.474, -1.233], [1.430, 0.475, -2.750], [-0.292, 0.015, -3.360], [0.536, -2.094, -4.121], [1.176, -2.460, -2.438], [-2.899, -0.099, 1.107], [-2.939, -0.914, 3.651], [-0.570, -1.155, 4.963], [1.753, -0.460, 3.586], [0.194, 0.994, 4.973]], "forces_ev_per_a": [[-1.89, 0.02, -1.60], [0.20, 5.26, 2.35], [0.68, -1.72, 0.44], [2.29, -4.52, 0.35], [-1.40, 0.91, -0.82], [0.94, -1.97, -2.19], [0.54, -0.91, -0.95], [0.04, -0.24, 1.29], [-2.37, -0.11, 0.46], [-3.35, -0.42, 2.55], [3.37, -0.64, 3.33], [2.12, 0.42, -2.86], [-1.88, 1.19, -2.58], [0.01, -1.54, -3.51], [-3.07, -1.56, 3.35], [-0.54, -0.90, -0.44], [0.78, -0.65, 0.44], [0.88, 0.23, 0.46], [-1.54, 1.31, -0.30], [0.90, 1.55, 0.49], [-1.39, -0.96, 0.27], [1.24, -0.10, 1.30], [1.19, 0.82, 0.80], [0.22, 1.16, -1.39], [1.68, 0.06, 0.62], [1.93, 0.53, -0.95], [0.32, -1.19, -2.37], [-1.76, -0.24, -1.39], [-0.16, 4.18, 2.85]]}

---

[6]
{"formula": "H2N2O3S", "method": "ωB97M-V with the def2-TZVPD basis set", "mol_weight_da": 110.09, "lumo_energy_ev": -1.05, "fmax_ev_per_a": 4.55, "total_energy_ha": -734.49276, "gap_ev": 9.681, "species": ["N", "N", "O", "O", "O", "S", "H", "H"], "positions_angstrom": [[0.232, -0.503, 0.129], [-0.489, 0.553, -0.052], [1.795, 1.449, -0.064], [2.741, -0.732, -0.797], [-1.666, 0.578, -0.500], [2.218, 0.114, 0.291], [-0.438, -1.397, 0.104], [0.184, 1.310, -0.152]], "forces_ev_per_a": [[-4.22, -1.28, 0.51], [-1.71, -3.35, -2.57], [0.29, 1.02, -0.34], [-0.76, 1.52, 1.65], [2.13, 0.28, 1.65], [2.14, -2.31, -1.23], [1.96, 2.24, 0.00], [0.17, 1.87, 0.34]]}

---

[7]
{"formula": "C6H6S3", "method": "ωB97M-V with the def2-TZVPD basis set", "mol_weight_da": 174.32, "lumo_energy_ev": -0.01, "fmax_ev_per_a": 3.89, "smiles": "S[C@@]12C=CC=C[C@]1(S)S2", "total_energy_ha": -1426.70470, "gap_ev": 8.594, "species": ["S", "C", "C", "C", "C", "C", "C", "S", "S", "H", "H", "H", "H", "H", "H"], "positions_angstrom": [[-2.180, 1.319, 0.461], [-0.879, 0.233, -0.245], [0.115, 0.851, -1.155], [1.398, 0.435, -1.142], [1.818, -0.600, -0.260], [1.040, -1.124, 0.637], [-0.358, -0.667, 0.775], [-1.119, -0.664, 2.410], [-1.533, -1.423, -0.558], [-1.943, 2.063, -0.661], [-0.261, 1.692, -1.645], [2.042, 0.896, -1.861], [2.919, -0.847, -0.139], [1.253, -1.833, 1.403], [-2.314, -0.330, 1.981]], "forces_ev_per_a": [[1.01, 1.36, -2.05], [-0.54, 0.85, 0.86], [0.34, -1.29, 1.51], [-1.62, 0.81, -0.88], [3.89, -0.03, -0.13], [-2.95, -0.18, 2.03], [-0.93, -1.48, -0.51], [1.51, -0.48, 0.45], [0.68, -0.48, 0.01], [-0.91, 0.19, 0.68], [-0.04, 1.11, -1.30], [0.65, 0.10, -0.01], [-1.42, 0.18, -0.77], [0.99, -0.49, 0.23], [-0.65, -0.16, -0.11]]}

---

[8]
{"formula": "C3H5NOS", "method": "ωB97M-V with the def2-TZVPD basis set", "mol_weight_da": 103.15, "lumo_energy_ev": 0.70, "fmax_ev_per_a": 6.18, "total_energy_ha": -645.30707, "gap_ev": 8.429, "species": ["C", "C", "C", "N", "O", "S", "H", "H", "H", "H", "H"], "positions_angstrom": [[-1.103, 2.208, -0.529], [-0.965, 1.025, 0.088], [0.505, -1.323, -0.353], [-1.271, 0.858, -2.298], [-1.106, 2.162, -1.831], [-1.040, -0.238, -1.113], [-1.170, 3.149, -0.120], [-0.785, 0.917, 1.145], [0.065, -2.203, -0.063], [0.943, -0.843, 0.386], [1.138, -1.543, -1.259]], "forces_ev_per_a": [[0.41, -2.46, 0.26], [-0.52, 0.44, 0.49], [-1.12, 0.29, -6.07], [-0.01, -0.37, -0.53], [0.14, 0.55, -1.43], [0.41, -0.77, 1.23], [0.11, 1.99, 0.93], [-0.20, -0.31, -0.07], [-1.30, -2.10, 0.75], [2.37, 2.39, 3.32], [-0.30, 0.36, 1.12]]}